1.
This record from OMol25 describes C24H28NO3PtSi as an isolated structure. The level of theory is ωB97M-V/def2-TZVPD.

- energy above the lowest of the compared OMol25 structures with the same formula, charge and spin (eV) = 0.0000
- HOMO level (alpha / beta) (eV) = -4.0 / -4.7
- multiplicity = 3
- DFT total energy (eV) = -44101.7028
- charge = -1
- HOMO-LUMO gap (alpha / beta) (eV) = 6.84 / 6.45
- E_LUMO (alpha / beta) (eV) = 2.80 / 1.73

Structure (XYZ):
```
58
Properties=species:S:1:pos:R:3:forces:R:3:mulliken_spin:R:1
C -0.965 -1.046 -3.808 0.02 0.01 0.01 -0.049
H 2.300 1.120 -0.008 -0.06 -0.02 0.01 0.014
H 2.444 0.854 4.101 0.01 0.00 -0.03 0.000
C 0.034 1.106 2.777 0.02 -0.07 -0.08 -0.005
H -1.967 -4.007 -2.537 0.01 -0.01 0.01 0.002
C -1.932 2.174 -2.400 0.03 -0.06 0.01 0.029
H -0.608 5.668 -3.323 0.00 0.00 0.00 -0.001
C 2.030 1.610 -3.349 -0.06 0.00 0.03 0.048
H -1.389 -0.348 -5.790 0.00 0.00 0.00 -0.001
Si -0.291 -1.921 -1.139 0.06 -0.10 -0.08 0.236
C -0.571 2.456 -2.218 -0.07 0.04 -0.04 -0.029
C 1.763 0.019 4.262 -0.03 -0.02 0.01 0.006
C 2.594 1.218 -1.046 0.05 0.05 0.01 0.020
H -2.100 -3.241 -0.019 -0.01 -0.01 0.03 0.004
H -3.845 2.888 -3.020 0.00 -0.01 0.00 -0.001
H 0.928 3.982 -2.419 0.01 0.00 0.00 0.001
C -2.381 -3.316 -4.510 0.01 0.03 -0.01 -0.002
H 1.202 -0.533 1.160 -0.01 0.00 -0.04 -0.041
O 1.743 -0.476 1.967 0.07 -0.03 0.04 0.012
C -0.111 -1.324 3.269 -0.05 0.02 0.05 -0.038
H -0.425 -0.146 -3.539 0.03 0.04 0.01 0.028
C 1.536 -2.328 -1.415 -0.03 0.04 -0.01 0.004
Pt -0.487 0.227 -0.243 0.07 0.13 0.05 1.151
H 4.663 0.916 -0.627 0.00 -0.01 0.00 -0.001
C -1.826 -3.196 -3.242 -0.03 0.00 0.00 0.014
C -1.511 -1.157 -5.079 0.00 0.03 -0.01 -0.008
H -3.013 5.145 -3.630 0.00 0.00 0.00 0.004
H 5.373 1.159 -2.995 0.00 0.00 0.00 0.003
H 0.442 -2.250 3.435 0.01 0.00 0.00 -0.004
H 2.345 -0.890 4.421 0.00 0.00 0.01 0.000
H 2.082 -2.346 -0.468 -0.01 0.02 0.00 -0.006
H 1.166 0.235 5.146 -0.01 0.00 0.00 0.000
C 4.329 1.248 -2.723 -0.01 0.00 -0.01 0.032
C -0.986 4.684 -3.071 -0.01 0.04 -0.01 -0.028
O -0.477 1.233 1.596 -0.09 0.08 0.01 0.108
C 1.620 1.466 -2.017 0.06 -0.04 0.02 -0.054
C -2.335 4.398 -3.238 0.03 -0.03 0.02 0.050
C -2.798 3.135 -2.893 -0.03 0.02 -0.02 -0.027
C 3.366 1.501 -3.693 0.03 0.00 0.00 -0.016
H 1.283 1.792 -4.112 0.00 0.00 -0.01 0.001
C 3.930 1.109 -1.401 -0.01 0.00 0.01 -0.021
H -0.793 -4.313 -0.556 0.00 0.01 -0.04 0.005
H 1.996 -1.565 -2.047 0.02 -0.01 0.00 -0.001
C -0.115 3.735 -2.567 0.04 -0.03 0.04 0.053
H -2.291 1.179 -2.158 0.01 0.02 0.00 0.000
H -2.937 -4.207 -4.775 0.00 0.00 0.00 0.000
H -0.590 -3.338 0.893 0.00 0.05 0.02 -0.001
O -0.155 1.906 3.681 0.01 -0.01 0.04 0.017
H -0.750 -1.443 2.391 0.00 -0.02 -0.01 0.028
N 0.265 1.484 -1.667 -0.10 -0.06 -0.01 0.364
C -1.105 -2.062 -2.859 0.00 -0.10 0.04 0.016
H 3.659 1.603 -4.732 -0.01 0.00 0.00 -0.001
H -0.746 -1.122 4.133 -0.01 -0.02 -0.01 0.001
C -1.017 -3.338 -0.111 0.03 0.01 -0.03 0.057
H -2.657 -2.381 -6.425 0.00 0.00 0.00 0.001
C 0.869 -0.173 3.051 0.05 0.05 -0.01 0.018
C -2.223 -2.294 -5.436 -0.01 -0.02 0.01 0.006
H 1.662 -3.298 -1.905 -0.04 -0.02 0.00 0.004
```
Positions in Å, forces in eV/Å.

2.
This record from OMol25 describes C24H29BMnN7OS6 as an isolated structure. The level of theory is ωB97M-V/def2-TZVPD.

- HOMO level (alpha / beta) (eV) = -4.0 / -4.1
- multiplicity = 6
- DFT total energy (eV) = -134851.6299
- charge = -1
- HOMO-LUMO gap (alpha / beta) (eV) = 6.39 / 6.42
- E_LUMO (alpha / beta) (eV) = 2.35 / 2.34

Structure (XYZ):
```
69
Properties=species:S:1:pos:R:3:forces:R:3:mulliken_spin:R:1
S -5.522 4.298 0.175 0.11 -0.27 -0.14 0.001
C -1.433 -4.865 -0.031 -0.28 -0.08 -0.12 -0.003
N 1.241 2.410 0.765 0.10 0.16 0.17 0.015
C -3.822 2.263 0.561 -0.44 0.18 -0.20 0.005
C 5.069 0.614 1.689 -0.12 0.06 0.00 -0.001
H 0.304 5.135 -0.736 0.02 0.01 0.01 0.001
C 1.337 3.748 0.634 -0.01 0.08 -0.15 0.011
C -0.541 -0.552 3.272 0.08 0.03 -0.01 0.017
H 5.189 1.697 1.626 0.02 -0.01 0.01 0.000
C 2.043 1.537 4.859 -0.01 -0.01 -0.18 -0.001
H 1.975 2.604 4.642 0.03 0.00 0.04 0.000
N 2.067 -0.181 -0.216 -0.12 -0.29 -0.08 0.066
H -3.637 -2.361 -1.844 0.07 0.06 0.02 0.000
H -1.453 1.671 -1.865 -0.11 0.03 -0.06 -0.009
C 4.048 0.119 0.719 0.03 -0.16 -0.10 0.007
H 3.074 1.225 4.683 0.01 0.03 0.02 0.000
O -1.597 -1.409 -1.001 0.14 0.59 -0.18 0.049
C 1.085 0.755 4.021 -0.16 -0.12 0.13 -0.002
C -0.134 2.951 -0.817 0.18 -0.17 0.08 -0.005
S -3.710 4.203 2.546 0.02 0.01 -0.07 0.000
H -1.547 5.127 2.928 0.00 -0.01 -0.01 0.000
S -2.682 1.212 1.249 0.30 -0.29 0.04 0.012
H -0.753 2.954 -2.871 0.02 -0.01 0.01 0.002
H 5.152 -1.144 -0.714 -0.01 0.01 0.00 0.001
H 1.632 -1.236 -2.558 0.00 -0.05 -0.04 0.000
N 2.738 0.421 0.791 0.27 0.22 0.04 0.003
H 3.320 -1.707 -2.856 -0.01 0.01 -0.03 0.000
C -3.051 -3.121 -1.351 -0.20 0.00 -0.09 0.002
H -2.550 -1.143 3.694 0.00 0.03 -0.02 0.002
C -2.021 4.664 2.062 -0.28 -0.15 0.04 0.002
N -1.885 -2.679 -0.835 0.10 -0.39 0.20 -0.015
C 0.482 4.134 -0.379 -0.09 0.04 -0.04 -0.003
H -1.422 -2.489 3.443 0.00 -0.01 -0.04 0.001
H 4.785 0.374 2.715 0.03 0.00 0.00 0.000
S -4.653 1.805 -0.947 0.08 0.18 0.33 0.003
C 4.225 -0.711 -0.372 0.04 -0.02 0.02 -0.001
C -5.734 3.148 -1.089 0.23 0.04 0.17 0.000
H 1.983 4.482 2.534 0.04 0.05 0.00 0.000
N 1.083 0.749 2.675 0.14 0.15 0.16 0.035
H -2.035 3.333 -1.721 -0.07 -0.02 0.02 0.000
Mn -0.222 -0.227 0.051 0.04 -0.35 0.32 4.828
H 3.279 4.300 1.353 0.01 0.05 0.03 0.000
H -0.758 -5.511 0.510 0.00 -0.02 -0.01 -0.001
S 0.429 -2.927 0.461 -0.14 0.19 -0.02 0.053
B 2.036 1.465 1.697 -0.28 -0.21 -0.22 -0.121
C -1.151 2.719 -1.882 0.07 0.06 0.06 0.021
H -2.064 5.367 1.234 0.12 0.01 -0.03 0.000
H 2.126 5.639 1.201 -0.01 0.01 -0.02 0.000
H -4.382 -4.738 -1.671 -0.01 0.05 0.00 0.000
C -1.032 -3.519 -0.164 0.30 0.12 0.10 0.001
C 2.946 -0.873 -0.926 0.02 0.10 0.05 -0.008
C 0.059 -0.068 4.444 0.02 -0.01 0.03 0.000
C 2.524 -1.675 -2.112 0.00 0.00 0.12 0.000
S -6.822 3.313 -2.317 -0.19 0.03 -0.18 0.000
C -4.263 3.455 1.057 0.01 0.05 0.04 0.007
C -1.694 -1.484 3.114 0.07 0.02 -0.02 0.023
C -2.614 -5.323 -0.557 0.15 0.10 0.05 0.004
H -1.988 -1.524 2.065 -0.07 -0.06 0.04 -0.008
H -1.493 3.753 1.783 0.09 0.05 -0.03 0.000
C -3.442 -4.427 -1.239 -0.05 -0.03 -0.01 -0.002
H -2.903 -6.360 -0.444 0.02 -0.01 0.01 0.000
N 0.092 -0.050 2.221 -0.04 -0.03 -0.16 -0.054
H 2.848 2.084 2.313 0.07 0.05 0.05 0.000
N 0.341 1.927 -0.119 -0.35 0.05 -0.17 0.058
H 1.805 1.379 5.909 0.02 0.02 0.02 0.000
H 6.026 0.142 1.474 0.02 0.02 0.02 0.000
H 2.278 -2.694 -1.808 -0.01 0.01 -0.05 0.001
C 2.235 4.592 1.478 -0.02 -0.17 0.04 -0.001
H -0.220 -0.284 5.462 -0.01 0.02 -0.01 0.001
```
Positions in Å, forces in eV/Å.

3.
This record from OMol25 describes C24H29BN8O5SV as an isolated structure at a distorted geometry. The level of theory is ωB97M-V/def2-TZVPD.

- HOMO level (alpha / beta) (eV) = 0.9 / 0.8
- multiplicity = 2
- DFT total energy (eV) = -84721.7490
- charge = -2
- HOMO-LUMO gap (alpha / beta) (eV) = 3.58 / 3.70
- E_LUMO (alpha / beta) (eV) = 4.50 / 4.50

Structure (XYZ):
```
69
Properties=species:S:1:pos:R:3:forces:R:3:mulliken_spin:R:1
C -1.062 -0.216 -4.781 -0.04 0.00 -0.02 0.001
N -0.715 -1.614 0.407 0.27 -0.08 -0.10 0.001
H -3.626 3.064 1.754 -0.02 0.01 0.01 0.000
C 3.750 0.532 4.099 0.42 -0.05 0.03 0.004
V 0.701 1.156 -0.636 0.17 -0.34 -1.03 0.864
H -0.472 0.643 -4.467 0.04 0.04 0.09 0.002
O 0.163 3.980 -2.981 -0.15 0.68 -0.14 0.000
C 2.664 -2.462 -0.417 0.02 0.00 0.03 -0.004
H -1.763 0.098 -5.559 0.01 -0.01 0.00 0.000
H 4.497 0.439 4.882 0.00 0.01 -0.03 0.002
H -0.937 3.917 -1.037 -0.15 -0.02 0.21 -0.002
H -2.373 -2.733 2.342 -0.02 -0.01 -0.02 0.000
O 1.492 3.414 -0.990 0.05 0.03 -0.33 0.005
C -1.387 -2.418 2.682 0.04 0.01 0.04 0.000
C -4.129 0.140 1.983 -0.04 0.07 0.02 -0.001
C -3.021 2.351 1.218 -0.15 -0.14 0.09 0.000
H -4.787 -3.192 -2.335 0.00 0.00 0.01 0.000
N -1.410 -0.472 -2.377 -0.13 0.05 -0.12 -0.003
C 0.878 -2.698 1.462 0.10 -0.08 0.00 -0.003
C 4.154 0.525 2.775 -1.01 0.13 -0.87 -0.003
C -1.392 3.938 -0.042 -0.02 0.01 -0.06 0.004
C -4.186 -2.700 -1.569 -0.03 -0.04 -0.06 0.000
O 0.913 0.824 1.108 1.14 -0.55 4.86 -0.030
S 1.242 3.175 -2.446 -0.88 -1.69 0.88 0.001
H -3.421 -2.108 -4.398 0.00 0.00 -0.01 0.000
H -2.192 4.683 -0.034 -0.01 0.04 0.02 0.000
C 1.444 0.754 3.398 0.64 -0.14 2.66 0.000
H 5.743 0.434 -2.074 0.04 0.02 0.01 0.003
N 2.739 0.705 -0.742 0.58 0.30 1.24 -0.004
N 4.856 0.489 -0.093 0.00 0.02 -0.29 0.010
H 2.837 -3.527 -0.597 0.01 0.00 0.01 0.000
C 1.821 0.745 2.086 -0.77 0.13 -3.31 0.018
H -0.384 -0.954 -5.217 0.00 -0.02 -0.02 0.000
C 3.556 0.644 0.354 0.09 -0.12 -2.62 0.026
C -3.132 -1.870 -2.227 -0.08 -0.02 0.03 0.001
C 4.844 0.505 -1.489 0.22 -0.02 0.77 0.021
C -3.137 0.973 1.239 -0.08 0.03 0.04 0.001
H -0.617 4.255 0.658 0.02 -0.02 -0.03 -0.001
H 5.210 0.427 2.546 0.01 -0.02 0.03 0.008
N -2.188 0.465 0.432 -0.22 0.06 -0.12 0.008
C 2.405 0.650 4.441 -1.15 0.12 -1.38 0.023
H -4.850 -2.093 -0.950 -0.01 0.01 0.01 0.000
C -2.883 -1.675 -3.569 0.00 -0.02 -0.02 0.000
H -3.642 -0.574 2.647 0.00 -0.02 0.01 0.000
H -1.003 -3.160 3.383 0.00 0.00 0.02 0.000
H -4.769 -0.429 1.309 -0.03 -0.01 -0.02 0.000
C -1.787 -0.782 -3.602 0.07 0.05 -0.02 -0.001
O 2.427 3.156 -3.269 0.73 0.32 -0.28 0.001
H 0.384 0.833 3.616 0.03 0.02 0.01 0.002
H -1.504 -1.475 3.222 -0.02 0.03 0.00 0.000
N -1.464 1.475 -0.118 0.30 -0.12 0.10 0.000
H 3.138 0.693 -2.843 -0.06 0.04 0.09 0.000
H -2.952 -1.624 0.505 0.04 -0.03 0.07 0.000
C -1.954 2.610 0.348 0.07 0.35 -0.13 -0.001
B -2.058 -1.014 -0.023 -0.08 0.21 -0.06 -0.011
N 0.370 -1.572 -0.412 -0.13 -0.08 0.21 0.013
H -4.759 0.798 2.585 -0.01 -0.01 0.01 0.000
H 5.662 0.634 0.487 -0.03 -0.07 -0.09 -0.001
H 2.094 0.659 5.478 -0.03 0.00 0.00 0.003
C 1.327 -2.244 0.210 -0.01 0.05 0.06 0.003
H 1.432 -3.244 2.209 0.03 -0.02 0.03 0.001
C 3.196 0.646 1.706 0.41 -0.10 2.49 0.041
H -3.754 -3.467 -0.923 0.01 -0.01 0.01 0.000
C 3.553 0.623 -1.851 -0.36 0.05 -0.16 -0.012
N -2.233 -1.133 -1.540 0.00 -0.04 0.06 0.010
H 2.726 -1.934 -1.364 -0.02 0.02 -0.04 0.001
C -0.427 -2.265 1.550 0.00 -0.04 -0.07 -0.002
H 3.462 -2.092 0.231 0.02 -0.02 -0.02 0.002
O 0.689 1.692 -2.379 0.13 1.05 -2.77 -0.007
```
Positions in Å, forces in eV/Å.